{
  "formula": "C68H211N17O29",
  "method": "wB97M-V/def2-TZVPD",
  "e_homo_ev": -8.52,
  "homo_lumo_gap_ev": 8.91,
  "de_lowest_kcal_mol": 14.7,
  "energy_ev": -158640.08458,
  "lumo_ev": 0.395,
  "charge": 0,
  "species": ["C", "C", "C", "O", "C", "N", "H", "H", "H", "H", "H", "H", "H", "H", "H", "H", "H", "C", "C", "C", "O", "C", "N", "H", "H", "H", "H", "H", "H", "H", "H", "H", "H", "H", "C", "C", "C", "O", "C", "N", "H", "H", "H", "H", "H", "H", "H", "H", "H", "H", "H", "C", "C", "C", "O", "C", "N", "H", "H", "H", "H", "H", "H", "H", "H", "H", "H", "H", "C", "C", "C", "O", "C", "N", "H", "H", "H", "H", "H", "H", "H", "H", "H", "H", "H", "C", "C", "C", "O", "C", "N", "H", "H", "H", "H", "H", "H", "H", "H", "H", "H", "H", "C", "C", "C", "O", "C", "N", "H", "H", "H", "H", "H", "H", "H", "H", "H", "H", "H", "C", "C", "C", "O", "C", "N", "H", "H", "H", "H", "H", "H", "H", "H", "H", "H", "H", "C", "C", "C", "O", "C", "N", "H", "H", "H", "H", "H", "H", "H", "H", "H", "H", "H", "C", "C", "C", "O", "C", "N", "H", "H", "H", "H", "H", "H", "H", "H", "H", "H", "H", "C", "C", "C", "O", "C", "N", "H", "H", "H", "H", "H", "H", "H", "H", "H", "H", "H", "C", "C", "C", "O", "C", "N", "H", "H", "H", "H", "H", "H", "H", "H", "H", "H", "H", "C", "C", "C", "O", "C", "N", "H", "H", "H", "H", "H", "H", "H", "H", "H", "H", "H", "C", "C", "C", "O", "C", "N", "H", "H", "H", "H", "H", "H", "H", "H", "H", "H", "H", "C", "C", "C", "O", "C", "N", "H", "H", "H", "H", "H", "H", "H", "H", "H", "H", "H", "C", "C", "C", "O", "C", "N", "H", "H", "H", "H", "H", "H", "H", "H", "H", "H", "H", "C", "C", "C", "O", "C", "N", "H", "H", "H", "H", "H", "H", "H", "H", "H", "H", "H", "O", "H", "H", "O", "H", "H", "O", "H", "H", "O", "H", "H", "O", "H", "H", "O", "H", "H", "O", "H", "H", "O", "H", "H", "O", "H", "H", "O", "H", "H", "O", "H", "H", "O", "H", "H"],
  "positions_angstrom": [[9.2781, 1.7124, 0.8901], [7.8300, 2.2145, 1.1676], [6.9514, 0.9786, 1.2311], [5.6266, 1.2611, 1.5297], [4.8479, 0.0738, 1.6074], [7.6413, 3.0530, 2.3579], [10.0120, 2.4432, 0.5986], [9.2868, 1.0021, 0.0572], [9.6910, 1.2340, 1.7948], [7.5623, 2.7841, 0.2357], [7.3975, 0.3561, 2.0639], [6.9869, 0.3600, 0.2595], [5.0952, -0.5209, 2.4790], [5.0033, -0.5441, 0.7138], [3.8430, 0.4376, 1.7594], [6.7227, 2.7884, 2.7239], [8.3113, 2.6733, 2.9948], [-1.7989, -6.3157, 2.7636], [-0.3828, -5.8164, 3.1452], [0.0209, -6.7079, 4.2999], [1.1405, -6.2089, 4.9624], [1.4983, -7.0927, 6.0580], [0.5937, -5.8348, 2.0560], [-2.3086, -5.8016, 1.9311], [-2.4660, -6.3417, 3.6284], [-1.6535, -7.3316, 2.3991], [-0.4910, -4.8051, 3.5473], [0.1602, -7.7169, 4.0463], [-0.8081, -6.5671, 5.0334], [0.6168, -7.1511, 6.6516], [2.2948, -6.6624, 6.7260], [1.8701, -8.0118, 5.6178], [0.8291, -6.8185, 1.9249], [1.4499, -5.4635, 2.4712], [1.8856, -0.0533, -8.8155], [1.6084, 0.5799, -7.4624], [0.7694, -0.4167, -6.6454], [0.6272, -0.0924, -5.3490], [0.0384, -1.1976, -4.5997], [2.7358, 1.0619, -6.6926], [2.3032, 0.6909, -9.4956], [0.9515, -0.3711, -9.2360], [2.6554, -0.8100, -8.8564], [0.9472, 1.4505, -7.6014], [1.2964, -1.4033, -6.7113], [-0.2526, -0.6361, -7.0517], [0.6521, -2.0607, -4.8001], [-1.0348, -1.3634, -4.8549], [0.0329, -0.8994, -3.5595], [3.5302, 0.4307, -6.5946], [2.3907, 1.2966, -5.7582], [8.5892, -2.2290, -0.5499], [7.1453, -2.8213, -0.5177], [6.9225, -3.3026, 0.9001], [7.2421, -2.2872, 1.8142], [6.9274, -2.6746, 3.1689], [6.0875, -2.0045, -1.0996], [8.8863, -1.9253, -1.5426], [9.2777, -2.9891, -0.2370], [8.6658, -1.4235, 0.1766], [7.0983, -3.8310, -0.9684], [7.5685, -4.1327, 1.0353], [5.8876, -3.5888, 1.1272], [7.2427, -1.8187, 3.7670], [7.4658, -3.5971, 3.4243], [5.9092, -2.9340, 3.3284], [5.9218, -1.1400, -0.5931], [6.3677, -1.6717, -2.0553], [-7.0839, -3.2904, -3.0632], [-6.4963, -2.1213, -2.3072], [-7.4237, -1.7284, -1.1877], [-8.5462, -1.0979, -1.6945], [-9.5039, -0.6827, -0.7527], [-5.2035, -2.4645, -1.6936], [-7.9633, -2.9233, -3.5846], [-7.2849, -4.1561, -2.4221], [-6.3852, -3.5821, -3.9122], [-6.4503, -1.2573, -3.0176], [-6.8672, -1.0431, -0.5726], [-7.6824, -2.5881, -0.5572], [-9.1442, 0.0903, -0.0511], [-9.9347, -1.5600, -0.2586], [-10.2464, -0.2351, -1.3909], [-4.8113, -1.6733, -1.1904], [-4.5265, -2.6952, -2.4242], [1.5095, 2.2047, 4.4886], [2.4081, 3.3640, 4.1283], [2.3137, 4.4426, 5.1823], [1.0273, 5.0251, 5.1308], [1.0912, 6.2622, 5.7613], [3.7714, 2.8148, 3.9661], [0.5086, 2.4577, 4.7498], [1.8521, 1.6502, 5.3711], [1.5157, 1.4181, 3.7322], [1.9926, 3.7718, 3.1918], [3.1257, 5.1436, 4.8866], [2.4822, 4.1034, 6.2358], [1.4403, 6.1172, 6.7697], [0.0941, 6.7526, 5.8452], [1.7943, 6.9581, 5.2756], [4.3782, 3.5062, 4.4054], [4.1885, 2.9425, 3.0551], [-0.6853, 9.5189, 2.6117], [-2.1034, 8.9518, 2.3089], [-2.2828, 7.5330, 2.8625], [-1.8696, 6.6614, 1.7947], [-1.2702, 5.4991, 2.3358], [-3.1147, 9.8240, 3.0033], [0.1011, 8.8783, 2.2456], [-0.6004, 9.6317, 3.6693], [-0.6066, 10.4984, 2.1472], [-2.2572, 8.9011, 1.2586], [-3.3342, 7.2707, 3.1641], [-1.6548, 7.4242, 3.7312], [-0.5601, 5.1006, 1.5934], [-1.9917, 4.7219, 2.5635], [-0.7075, 5.6993, 3.2669], [-2.9807, 10.7632, 2.6623], [-4.0288, 9.6138, 2.5831], [-0.9726, 3.8192, -4.6609], [-0.3286, 3.3456, -3.2916], [-1.1535, 3.9817, -2.1777], [-0.9265, 5.3679, -2.2579], [-1.7095, 5.9322, -1.2596], [-0.2435, 1.8815, -3.2078], [-1.8994, 3.2203, -4.6907], [-0.3754, 3.4780, -5.5062], [-1.2478, 4.8589, -4.6629], [0.7015, 3.7201, -3.2334], [-0.8016, 3.5417, -1.1992], [-2.2178, 3.6745, -2.2053], [-2.7091, 5.5548, -1.3369], [-1.7624, 7.0290, -1.4485], [-1.2685, 5.7596, -0.2663], [0.2154, 1.5306, -4.0542], [0.3506, 1.5883, -2.4558], [-5.4537, -6.2351, 0.9303], [-5.8356, -4.8741, 1.4627], [-5.8249, -4.9726, 2.9549], [-6.9214, -5.7285, 3.4678], [-6.8445, -5.5319, 4.8508], [-5.0467, -3.6806, 1.0645], [-4.3619, -6.3932, 1.0878], [-5.5752, -6.4265, -0.1339], [-5.9881, -6.9706, 1.5331], [-6.8462, -4.6227, 1.1531], [-5.8429, -3.9669, 3.4357], [-4.8534, -5.4778, 3.3398], [-5.8636, -5.8640, 5.2879], [-7.6497, -6.1417, 5.2687], [-6.8691, -4.4564, 5.1230], [-4.0514, -3.9141, 1.1464], [-5.1257, -3.3828, 0.1105], [1.9212, -3.9988, -1.9896], [2.5865, -5.3853, -2.0620], [4.0254, -5.3912, -1.5372], [4.5972, -6.6786, -1.7481], [5.8348, -6.8707, -1.1682], [1.7968, -6.4060, -1.4352], [0.8573, -4.0034, -1.7593], [2.0499, -3.5598, -2.9920], [2.3442, -3.3391, -1.2601], [2.8360, -5.6223, -3.1317], [4.2614, -5.0581, -0.5558], [4.6265, -4.6024, -2.0976], [6.6814, -6.3468, -1.5948], [6.0808, -7.9435, -1.1828], [5.8542, -6.6655, -0.0900], [2.2744, -7.3133, -1.4748], [1.7058, -6.1848, -0.4727], [-0.1445, 0.4903, 0.9658], [-0.3997, -0.2943, -0.3178], [0.8313, -1.0000, -0.8236], [1.7991, -0.0075, -1.1787], [3.0351, -0.5067, -1.5343], [-1.4739, -1.1985, -0.1579], [-1.0370, 1.1032, 1.1199], [0.7036, 1.1638, 0.8822], [0.0237, -0.2257, 1.7719], [-0.6853, 0.4463, -1.1013], [0.5232, -1.5826, -1.6620], [1.3354, -1.5853, -0.0110], [3.6422, 0.3515, -1.8496], [3.0413, -1.3109, -2.3212], [3.4744, -1.0896, -0.7353], [-1.4465, -1.9442, -0.7882], [-1.4890, -1.5182, 0.7765], [-7.9147, 2.4670, 1.0700], [-7.1757, 2.4747, 2.3889], [-7.8582, 1.6607, 3.4818], [-8.0351, 0.3484, 2.9895], [-8.9387, -0.4144, 3.7059], [-5.7508, 2.1270, 2.3534], [-7.5419, 3.3186, 0.4490], [-8.9486, 2.6802, 1.2094], [-7.8397, 1.5061, 0.5498], [-7.1597, 3.5149, 2.7838], [-8.8602, 1.9974, 3.7559], [-7.2536, 1.6238, 4.4168], [-8.5929, -0.6571, 4.7177], [-9.2488, -1.2842, 3.1375], [-9.8256, 0.1879, 3.8505], [-5.6136, 1.1156, 2.1678], [-5.4255, 2.3441, 3.2807], [-6.6647, 2.2788, -3.3425], [-5.5057, 3.3009, -3.7569], [-5.5269, 4.4325, -2.6991], [-4.4254, 5.3811, -2.7392], [-4.4778, 6.1819, -3.8448], [-4.1947, 2.6941, -3.6146], [-7.6390, 2.7325, -3.3292], [-6.4169, 1.8950, -2.3265], [-6.7483, 1.5240, -4.1134], [-5.7574, 3.7861, -4.7098], [-5.5483, 3.9106, -1.7453], [-6.4977, 4.9732, -2.7659], [-4.7572, 5.5830, -4.7449], [-3.5197, 6.6407, -4.0469], [-5.2213, 7.0086, -3.7455], [-3.5540, 3.5017, -3.6217], [-3.9490, 2.2063, -4.4843], [5.8240, -2.8927, -5.0347], [6.8855, -1.9695, -5.5016], [6.3486, -0.6519, -6.0104], [5.5921, -0.7523, -7.1670], [6.3793, -1.0953, -8.3022], [7.8461, -1.6327, -4.5275], [5.3523, -2.5137, -4.1134], [6.2826, -3.8913, -4.9106], [5.0271, -2.9091, -5.7420], [7.4265, -2.3987, -6.3858], [7.2551, 0.0197, -6.1482], [5.6848, -0.2272, -5.2570], [6.7816, -2.0935, -8.2701], [7.1207, -0.3357, -8.5302], [5.6591, -1.0432, -9.1120], [8.5936, -1.1023, -4.9712], [8.2850, -2.4494, -4.1321], [-1.9143, 0.9757, 5.6993], [-1.7055, 0.9810, 4.1554], [-2.5471, -0.0654, 3.4459], [-1.8446, -1.3335, 3.5384], [-2.7631, -2.4012, 3.2861], [-1.9326, 2.3763, 3.6804], [-1.9295, -0.0317, 6.1499], [-2.8104, 1.5103, 5.9439], [-1.0847, 1.4608, 6.1922], [-0.6705, 0.7980, 3.9244], [-2.7485, 0.1639, 2.4149], [-3.5304, -0.0829, 3.9772], [-3.4031, -2.1849, 2.4057], [-3.2322, -2.6401, 4.2355], [-2.0431, -3.2019, 3.0012], [-1.8116, 2.5278, 2.6998], [-2.8262, 2.7358, 3.9940], [2.7987, -1.4465, 5.3560], [1.5232, -1.6328, 4.5647], [1.7210, -1.9825, 3.0961], [2.4383, -3.1818, 2.8875], [2.7908, -3.4604, 1.5879], [0.6600, -2.5024, 5.3172], [3.5587, -0.8821, 4.7659], [3.3093, -2.4207, 5.5242], [2.5709, -0.9357, 6.2619], [1.0551, -0.6521, 4.4525], [2.2612, -1.1847, 2.5444], [0.7430, -2.1246, 2.5837], [1.8971, -3.5707, 0.9285], [3.2841, -4.4488, 1.5396], [3.4484, -2.7103, 1.1607], [-0.2088, -2.5717, 4.8230], [1.1821, -3.3616, 5.2913], [2.7553, 2.8931, -0.2827], [3.9867, 3.7103, -0.4632], [4.9524, 2.9791, -1.4694], [4.2645, 2.5089, -2.5823], [5.0924, 1.9648, -3.5242], [3.6699, 4.9996, -0.9209], [2.1460, 3.2948, 0.5176], [3.0609, 1.8951, -0.0230], [2.2453, 2.7681, -1.2533], [4.5478, 3.6978, 0.4651], [5.4480, 2.1616, -0.8779], [5.7647, 3.6944, -1.7088], [4.4904, 1.4470, -4.2926], [5.7539, 1.2175, -3.0980], [5.7416, 2.7771, -3.8946], [3.1901, 4.8610, -1.8413], [4.4725, 5.5655, -1.2558], [-4.0056, 3.7391, 5.1906], [-3.3867, 4.1014, 5.8247], [-4.5087, 4.4713, 4.8398], [-1.2664, -3.2132, -2.4520], [-2.1775, -2.9935, -2.8067], [-0.9640, -4.0445, -2.8416], [-1.4948, 4.3553, 6.0357], [-1.5265, 3.7846, 5.2204], [-0.5603, 4.4608, 6.2146], [-3.8797, 0.4075, -0.2722], [-4.5750, 0.1902, 0.3320], [-3.1690, -0.2477, -0.0929], [-3.2647, -2.1012, -4.0924], [-3.8751, -2.1115, -4.8470], [-3.1092, -1.1193, -3.8934], [-0.7699, -6.0172, -3.3578], [-1.5079, -6.1684, -2.7330], [-0.0037, -6.3671, -2.8978], [-3.2140, 2.9320, 0.8862], [-3.3985, 2.0853, 0.4472], [-4.1179, 3.1782, 1.1187], [-2.5986, 0.1816, -3.0395], [-1.7570, 0.7661, -3.1256], [-3.2331, 0.7534, -2.5743], [-5.8826, -0.7639, 1.8809], [-5.4806, -1.6903, 1.8055], [-6.7257, -0.6719, 2.3663], [-1.4521, -5.1044, -0.0937], [-1.4957, -4.3783, -0.7389], [-0.6600, -4.9919, 0.4419], [3.4814, 5.1059, -4.3685], [3.7069, 5.0964, -5.2955], [3.0504, 4.3133, -4.1289], [4.3181, 3.6873, -6.9718], [4.1671, 3.9652, -7.8818], [3.8096, 2.8726, -6.9543]]
}